[1]
{
  "formula": "C4H10ClP",
  "method": "ωB97M-V/def2-TZVPD",
  "species": ["Cl", "P", "C", "C", "C", "C", "H", "H", "H", "H", "H", "H", "H", "H", "H", "H"],
  "coordinates": [[-2.0681, 1.5663, -0.3701], [1.2176, -0.6885, 1.3876], [-0.8232, -1.1740, -0.4232], [0.7607, 0.6358, -0.9589], [-0.0002, 0.0241, 0.1255], [-1.0015, 0.9047, 0.7996], [-1.5037, 0.2202, 1.5780], [-1.8718, -0.7370, -0.6071], [0.0285, 1.1461, -1.7032], [1.4290, 1.5409, -0.7414], [1.3937, -0.0200, -1.4802], [2.3203, 0.1150, 1.4110], [-0.9063, -2.1254, 0.2859], [-0.3460, -1.4007, -1.3709], [1.8930, -1.7676, 0.7413], [-0.5218, 1.7600, 1.3261]],
  "forces_ev_per_a": [[-1.6, 1.0, -0.6], [-1.4, -1.2, 1.2], [-1.1, -0.6, 0.9], [-0.4, 4.6, -2.4], [0.9, -2.1, 0.9], [1.0, -0.3, 3.1], [0.2, 1.4, -1.1], [1.5, -1.3, 0.0], [1.1, -1.2, 0.8], [-0.8, -1.2, 0.5], [0.6, -1.1, -0.7], [0.7, 1.0, -0.4], [0.3, 2.1, -1.5], [-0.4, -0.7, -0.1], [-0.4, 0.4, -0.4], [-0.4, -0.6, -0.2]],
  "orbital_gap_ev": 9.736,
  "charge": 0,
  "smiles": "CC(C)(P)CCl",
  "homo_energy_ev": -8.898
}

---

[2]
{
  "formula": "C5H13NO2",
  "method": "ωB97M-V/def2-TZVPD",
  "species": ["O", "O", "N", "C", "C", "C", "C", "C", "H", "H", "H", "H", "H", "H", "H", "H", "H", "H", "H", "H", "H"],
  "coordinates": [[2.4850, -1.1070, 0.1230], [2.3739, 1.7421, -0.6883], [-0.3634, 2.0077, -0.0302], [-1.7657, -1.9602, -1.4395], [-0.7829, 0.7158, -0.5932], [-0.7254, -0.3972, 0.3092], [-0.9332, -1.6238, -0.3847], [-0.5082, -0.2967, 1.8645], [0.0617, 0.5214, 2.3286], [1.4642, 2.1483, -0.4275], [2.0514, -1.4485, -0.6933], [2.5695, -0.2369, -0.0564], [-0.0682, -1.2301, 2.1552], [-0.8773, -2.5035, 0.2523], [-0.6865, 2.3034, 0.8636], [-0.8316, 2.7127, -0.5988], [-0.8095, 0.8281, -1.7314], [-2.1825, -1.1128, -1.9626], [-2.0229, -2.8957, -1.8815], [2.9821, 2.0129, 0.0652], [-1.4304, -0.1804, 2.5258]],
  "forces_ev_per_a": [[-0.9, -5.1, -0.1], [-0.3, 1.4, 1.9], [-1.2, 0.4, -2.3], [1.6, 2.9, 1.0], [1.7, -0.3, 3.6], [-0.4, 4.6, -2.9], [-3.3, -4.0, 0.0], [-1.4, 0.3, -0.2], [0.5, -0.1, -1.1], [1.6, -1.1, -0.4], [0.5, 0.2, 1.0], [0.4, 4.9, -0.9], [0.4, -0.4, 0.3], [1.2, -0.3, 0.1], [-0.2, -0.8, 1.2], [0.5, 0.1, -0.3], [-0.1, -1.0, 1.9], [-0.3, 0.1, -0.4], [0.3, -0.8, 0.4], [-1.1, -0.4, -1.5], [0.4, -0.5, -1.4]],
  "orbital_gap_ev": 8.453,
  "charge": 0,
  "smiles": "C=C/C(C)=C/N.O.O",
  "homo_energy_ev": -7.892
}

---

[3]
{
  "formula": "C15H18FN3O4P2S",
  "method": "ωB97M-V/def2-TZVPD",
  "species": ["S", "P", "P", "F", "O", "O", "O", "O", "N", "N", "N", "C", "C", "C", "C", "C", "C", "C", "C", "C", "C", "C", "C", "C", "C", "C", "H", "H", "H", "H", "H", "H", "H", "H", "H", "H", "H", "H", "H", "H", "H", "H", "H", "H"],
  "coordinates": [[0.8530, 1.7773, -3.1557], [-1.0121, 1.8516, -2.5706], [-2.9062, -2.3366, 2.8287], [3.3801, -2.7246, -2.1133], [-1.3342, 3.4501, 1.0552], [3.4553, 2.3442, 0.4067], [5.6747, 2.1903, 0.7670], [4.7083, 4.2011, 0.4428], [-3.9330, -3.5470, 2.8565], [-0.5694, -0.6257, -1.6003], [-2.3604, -0.3109, 0.6551], [-2.1559, 0.6380, -0.2319], [-1.0684, -3.6758, 1.2585], [3.4183, 4.5956, -0.0270], [-0.0346, -2.7948, -0.7604], [-0.7731, -1.5698, -0.6456], [-2.9180, 1.9393, 0.0123], [-1.2710, 0.4483, -1.3481], [-1.6461, -1.4493, 0.4490], [2.5459, 3.4450, 0.4055], [-1.7780, -2.5216, 1.3865], [4.7081, 2.8460, 0.5592], [2.3692, -3.0770, -1.2329], [-2.2303, 2.6492, 1.1878], [-0.1893, -3.8005, 0.1367], [0.9686, -3.0197, -1.9004], [-3.6061, -1.1096, 2.7850], [3.1163, 5.5426, 0.4153], [-1.1933, -4.4509, 2.0128], [1.7193, 3.2667, -0.2791], [2.1499, 3.5757, 1.4153], [-1.8125, 1.6250, -3.7129], [-2.5493, 2.4070, 2.2291], [-2.1524, -2.3485, 4.0298], [0.9146, -2.2126, -2.6362], [-3.7259, -4.1262, 2.0465], [-1.2884, 3.0843, -1.9427], [0.3557, -4.7391, 0.0383], [0.7266, -3.9994, -2.3358], [2.3677, -2.3314, -0.4217], [3.4553, 4.7073, -1.1127], [-3.9406, 1.6959, 0.3411], [-3.0237, 2.5586, -0.8805], [2.5854, -4.0679, -0.8128]],
  "forces_ev_per_a": [[-0.2, 0.3, 0.1], [2.5, -0.8, -0.5], [-1.4, -1.8, -0.3], [-0.2, -0.3, 0.0], [-0.4, -0.4, -0.3], [0.2, 0.2, 0.0], [0.0, 0.0, 0.0], [-0.1, -0.2, 0.0], [0.6, 0.3, -0.2], [-1.2, 0.5, 1.3], [0.6, 0.2, -0.6], [-0.4, -0.2, 0.0], [0.3, 0.3, -0.6], [-0.1, 0.3, -0.1], [0.5, -0.1, -1.2], [1.0, -1.6, -0.2], [-0.4, -0.5, 0.5], [-0.7, 1.6, -0.5], [-0.1, 0.0, 0.4], [-0.5, 0.0, 0.0], [-0.3, 1.4, 0.9], [0.1, -0.1, 0.0], [-0.5, 0.7, 0.1], [0.6, 0.8, 0.0], [-0.6, -0.6, 1.2], [0.0, -0.2, 0.9], [0.8, 0.1, 0.1], [0.2, 0.0, 0.1], [0.2, 0.0, -0.3], [0.1, -0.2, -0.1], [0.0, 0.0, 0.0], [-0.7, 0.3, 0.7], [-0.2, -0.3, -0.5], [0.3, 0.7, -0.3], [0.1, -0.3, 0.1], [-0.4, -0.2, 0.2], [-0.6, -0.4, -0.1], [0.0, 0.3, -0.2], [0.1, 0.4, -0.3], [0.3, -0.2, -0.2], [0.0, -0.1, 0.0], [0.4, -0.2, -0.1], [0.3, 0.1, 0.3], [0.0, 0.2, -0.2]],
  "orbital_gap_ev": 7.128,
  "charge": 0,
  "smiles": "N=[PH2]c1ccc(CCF)c2nc([PH2]=S)c(CC=O)nc12.O=C1OCCO1",
  "homo_energy_ev": -8.690
}

---

[4]
{
  "formula": "C6H5NO3Ti",
  "method": "ωB97M-V/def2-TZVPD",
  "species": ["Ti", "O", "O", "O", "N", "C", "C", "C", "C", "C", "C", "H", "H", "H", "H", "H"],
  "coordinates": [[0.3948, 1.9475, -1.6080], [-1.3046, 0.8663, -3.9722], [3.0103, 1.1710, -3.0525], [1.0497, -3.7087, -3.6433], [0.2105, 0.6765, 0.0111], [1.0215, -2.5670, -3.6654], [-0.6564, 1.2404, -3.0679], [2.0064, 1.4149, -2.4897], [-0.3290, -0.6084, 2.2537], [0.0057, 0.0152, 0.9554], [-1.1187, 0.3258, 3.1848], [-1.2380, -0.1092, 4.1832], [-0.9342, -1.5064, 2.0515], [-0.5799, 1.2702, 3.2997], [-2.1265, 0.4998, 2.7905], [0.5884, -0.9279, 2.7692]],
  "forces_ev_per_a": [[-1.3, 3.0, 5.3], [3.6, 2.0, 5.0], [-5.5, 1.3, 3.1], [-0.1, 2.7, -0.1], [-0.2, -1.3, 1.1], [0.0, -2.6, 0.1], [-5.5, -3.7, -8.1], [8.7, -2.6, -5.1], [-0.1, -0.5, -0.1], [0.0, 1.2, -0.1], [-0.3, 0.7, -0.1], [0.2, -0.2, -0.4], [0.3, 0.1, -0.2], [-0.2, 0.0, 0.1], [0.3, 0.1, 0.1], [0.0, 0.0, -0.5]],
  "multiplicity": 3,
  "s_squared": 2.010,
  "orbital_gap_ev": [7.579, 7.607],
  "charge": 2,
  "homo_energy_ev": [-18.774, -18.776]
}